# 1
A structure of composition C5H8N2O in a non-equilibrium geometry, computed with ωB97M-V with the def2-TZVPD basis set.

CARTESIAN COORDINATES (ANGSTROEM)
C1 0.7520 -0.7718 0.0977
H1 -2.3285 -1.6629 0.2983
H2 -0.4647 0.8122 1.9733
H3 -2.1640 0.0981 1.8211
O1 -1.4498 -1.6369 -0.1007
C2 -0.6862 -0.6931 0.5303
N1 1.4041 -1.8775 0.1214
C3 1.4439 0.4352 -0.3056
C4 0.1648 1.2345 -1.5795
H4 0.7074 1.0530 -2.4944
H5 0.8150 -2.6471 0.4342
H6 0.4842 2.2940 0.2217
H7 -0.9204 1.1954 -1.5973
H8 2.5218 0.3513 -0.4043
N2 0.8556 1.6907 -0.4983
C5 -1.1352 0.1249 1.4821

- Total charge: 0
- Max |F|: 1.25 eV/A
- Relative energy (zero: lowest compared OMol25 entry of this formula, charge and spin): 98.8 kcal/mol
- Gap between HOMO and LUMO: 0.312 Ha
- Electronic energy: -10338.4428 eV

Mulliken population analysis, charges in e, atoms 1 to 5:
1. C 0.8674
2. H 0.3266
3. H 0.2942
4. H 0.2507
5. O -0.4747

# 2
A cluster of 3 separate species, C2H12NO2S in total in a non-equilibrium geometry, computed with ωB97M-V with the def2-TZVPD basis set.

CARTESIAN COORDINATES (ANGSTROEM)
H1 -1.5654 -0.8219 2.8276
S1 1.4906 2.0879 1.4867
H2 1.2302 -0.5684 0.0226
H3 2.5785 1.2650 -0.5524
H4 -1.0282 1.2698 -0.5671
H5 -1.6528 -2.6630 -1.2891
H6 1.3517 2.4052 -0.9108
O1 -1.0680 -2.0488 -1.7801
O2 -0.9898 -0.9685 2.0689
H7 -0.8382 -2.6816 -2.4819
N1 -0.6620 0.3577 -0.3010
C1 0.8170 0.2644 -0.5397
C2 1.5521 1.5520 -0.2764
H8 0.8678 0.0130 -1.6076
H9 -1.1416 -0.3786 -0.8390
H10 -1.0179 0.0946 0.6510
H11 0.2260 2.2182 1.8191
H12 -0.1502 -1.3971 2.2690

- Total charge: +1
- Max |F|: 1.92 eV/A
- Relative energy (zero: lowest compared OMol25 entry of this formula, charge and spin): 11.0 kcal/mol
- Gap between HOMO and LUMO: 0.361 Ha
- Electronic energy: -18682.7483 eV

Mulliken population analysis, charges in e, atoms 1 to 5:
1. H 0.3091
2. S -0.1612
3. H 0.2933
4. H 0.3448
5. H 0.3925

# 3
The molecule C3H8N2 in a non-equilibrium geometry, computed with ωB97M-V with the def2-TZVPD basis set.

CARTESIAN COORDINATES (ANGSTROEM)
C1 -0.1995 -1.2476 0.0390
C2 -0.0805 0.1304 0.5894
H1 0.0959 0.4163 1.6396
H2 1.3388 1.7041 0.1650
C3 1.0573 0.6826 -0.2429
H3 -1.8990 0.8287 1.2979
H4 1.9686 -0.0463 -0.2913
H5 0.0604 -2.0671 0.7135
N1 -2.0355 -0.1340 -0.5051
H6 0.7189 0.9541 -1.2543
H7 -1.4881 0.0541 -1.3811
N2 -1.4300 0.7725 0.3930
H8 -0.2252 -1.5295 -1.0270

- Total charge: 0
- Max |F|: 2.53 eV/A
- Relative energy (zero: lowest compared OMol25 entry of this formula, charge and spin): 142.1 kcal/mol
- Gap between HOMO and LUMO (spin up / spin down): 0.317 / 0.328 Ha
- Electronic energy: -6215.6839 eV

Mulliken population analysis, charges in e, atoms 1 to 5:
1. C -0.6713
2. C 0.0882
3. H 0.3423
4. H 0.3217
5. C -1.0619

# 4
The molecule C4H6O2, computed with ωB97M-V with the def2-TZVPD basis set.

CARTESIAN COORDINATES (ANGSTROEM)
H1 -0.0130 -1.2994 -2.2482
C1 -0.5371 -1.6891 -1.3465
H2 -1.0541 0.9852 0.8743
O1 -1.4693 -2.4452 -1.4489
C2 -0.0165 1.1155 0.5552
O2 0.5295 0.0937 -0.1624
H3 -0.8209 -1.2109 0.7442
H4 0.2336 3.0301 1.3441
C3 0.6915 2.2052 0.8156
H5 0.7512 -1.8719 0.3836
C4 -0.0210 -1.1909 -0.0061
H6 1.7261 2.2776 0.4950

- Total charge: 0
- Max |F|: 0.42 eV/A
- Relative energy (zero: lowest compared OMol25 entry of this formula, charge and spin): 46.0 kcal/mol
- Gap between HOMO and LUMO: 0.374 Ha
- Electronic energy: -8338.4661 eV

Mulliken population analysis, charges in e, atoms 1 to 5:
1. H 0.3428
2. C 0.0878
3. H 0.2905
4. O -0.4586
5. C 0.1536

# 5
A cluster of 16 separate species, C3H39NO17 in total in a non-equilibrium geometry, computed with ωB97M-V with the def2-TZVPD basis set.

CARTESIAN COORDINATES (ANGSTROEM)
O1 -2.5602 -2.7299 -0.4595
H1 1.2274 -1.3492 2.2435
O2 2.0096 -2.1019 -1.7499
H2 -0.8684 1.4328 -3.8465
N1 -1.8265 0.2905 -0.3702
H3 0.4164 -2.7921 -3.4549
O3 -0.8625 2.7434 3.4016
H4 3.6144 1.5551 1.2989
H5 -0.4223 -1.6017 -0.8152
H6 1.7484 -4.6583 -0.5931
H7 0.1853 -3.0386 1.0273
H8 -3.4590 -2.6411 -0.1282
H9 0.0411 1.7576 -1.0293
H10 -1.6786 0.8752 -1.1719
H11 2.7863 -1.9220 -1.2007
C1 0.3344 1.2266 -0.1229
O4 -0.2485 -2.1571 1.1743
H12 3.5089 0.3576 -0.6800
H13 1.8561 -0.4308 4.2733
H14 -0.0460 -1.8249 -4.3581
O5 0.4943 0.5592 -3.4616
O6 1.1186 -0.0103 4.7447
H15 1.1727 -3.2873 -0.8846
O7 0.8156 -2.0597 -3.9638
H16 -2.0711 0.0471 4.3577
C2 0.0924 -1.2594 0.0924
H17 -2.1866 -1.5408 -2.7693
H18 -0.8455 0.3579 1.4397
H19 -0.1373 2.1120 3.4159
H20 -1.5987 2.7217 -3.6558
O8 -1.2018 4.1015 0.4379
O9 2.1541 -1.1654 2.6255
H21 -2.2282 -0.1800 -3.6580
H22 -1.6433 2.3335 3.0098
O10 3.3301 1.8267 0.4120
O11 -1.7091 -0.9256 -3.3335
H23 -4.2352 2.1378 1.1334
H24 3.7864 0.7903 -2.2024
O12 -3.3030 2.2481 1.3531
H25 -2.1190 3.8392 0.6290
H26 -2.0065 -2.8456 0.3177
O13 1.1313 -4.0138 -0.2348
H27 2.6036 -1.9440 2.2755
H28 2.6064 2.4160 0.7072
H29 -0.2743 2.8331 0.6891
H30 0.7527 -0.1093 -4.1145
O14 0.5213 2.2571 0.8786
H31 -1.1659 -1.0601 3.9454
O15 -2.0071 -0.6428 3.6773
H32 0.9875 0.8298 4.3014
O16 3.8871 0.1048 -1.5371
H33 -2.4325 -0.4743 -0.6419
H34 2.4008 -1.8645 -2.5998
H35 1.1583 -1.3766 0.0632
H36 -0.9866 4.4889 1.3171
C3 -0.5589 0.1499 0.3905
H37 -2.7869 1.6423 0.7770
H38 1.3711 0.9198 -0.3467
H39 -0.2745 0.0959 -3.0300
O17 -1.7076 1.7931 -3.4147

- Total charge: 0
- Max |F|: 3.22 eV/A
- Relative energy (zero: lowest compared OMol25 entry of this formula, charge and spin): 72.4 kcal/mol
- Gap between HOMO and LUMO: 0.346 Ha
- Electronic energy: -40041.2973 eV

Mulliken population analysis, charges in e, atoms 1 to 5:
1. O -0.5830
2. H 0.4957
3. O -0.5840
4. H 0.4267
5. N -0.6188

# 6
A structure of composition C52H50GeI2N6O6SV in a non-equilibrium geometry, computed with ωB97M-V with the def2-TZVPD basis set.

CARTESIAN COORDINATES (ANGSTROEM)
C1 1.7649 -27.0361 5.1409
H1 10.2053 -26.9500 2.2251
N1 6.7342 -26.3853 5.0998
C2 10.9589 -17.6851 1.4038
H2 4.5605 -24.1053 5.0476
C3 10.2409 -15.2649 6.3505
C4 5.6769 -20.9694 2.9397
H3 13.0722 -13.8673 7.6191
C5 2.0331 -28.0373 4.2556
H4 8.4379 -19.9273 3.2819
C6 12.3094 -21.3373 1.6340
O1 11.3259 -21.2645 4.6112
H5 12.3390 -20.7274 0.7319
H6 8.2381 -25.0003 6.9177
C7 9.8622 -18.3050 3.4718
Ge1 9.5629 -18.0061 5.3714
H7 7.7945 -16.6865 3.5024
C8 9.3983 -27.3692 2.7830
C9 12.1667 -24.4014 4.9163
C10 9.0513 -28.6831 2.5415
C11 8.6991 -26.5216 3.6655
C12 11.8749 -23.9657 7.3856
C13 6.3770 -22.8643 4.2227
H8 1.3202 -28.8390 4.0805
O2 12.7282 -23.4286 10.3161
C14 5.1140 -16.3186 5.5305
H9 3.4630 -28.8066 2.8657
C15 10.7786 -17.5377 2.7787
C16 9.7633 -24.3516 8.3291
H10 0.8561 -27.0439 5.7423
C17 7.6894 -17.3951 5.5081
C18 12.0554 -16.8167 6.2862
N2 11.1118 -22.6219 -0.5093
O3 13.3827 -24.2648 5.0803
H11 8.6970 -20.1839 0.8480
H12 11.0691 -19.7472 6.5771
C19 12.9053 -15.8885 6.8319
H13 4.0893 -15.9622 5.4906
I1 13.0297 -25.3926 1.7857
C20 9.2903 -19.4235 1.3934
C21 6.5610 -29.2241 5.3354
H14 10.7456 -13.3369 7.1122
C22 2.7142 -26.0338 5.4546
H15 9.5882 -19.3210 7.5162
H16 12.0816 -22.3400 -0.5818
H17 7.8346 -30.3300 3.2305
H18 11.7016 -17.0808 0.8553
H19 9.2054 -15.0354 6.1650
C23 5.8830 -16.2313 4.3921
H20 6.4706 -22.0375 7.5472
C24 7.1667 -16.7532 4.3835
O4 11.5548 -24.7370 3.8553
C25 10.5503 -22.8094 0.7393
C26 11.1038 -14.3141 6.8676
C27 6.8696 -17.5599 6.6085
C28 9.2469 -24.6650 7.0874
H21 6.4712 -22.7687 2.0939
H22 10.3237 -18.7974 -0.3378
H23 9.4203 -21.6070 6.7946
H24 5.0061 -19.2654 4.1459
I2 14.0648 -25.9745 -0.7947
H25 9.0745 -24.4480 9.1659
S1 9.2588 -23.8921 1.0107
H26 5.5489 -20.4670 1.9813
H27 4.9196 -17.1943 7.4630
H28 6.8678 -28.9440 6.3331
O5 9.4290 -22.3025 4.1309
H29 5.4860 -15.8144 3.4901
C29 10.2066 -18.6299 0.7358
C30 11.3041 -24.3103 6.1593
H30 3.3428 -24.8949 7.1129
C31 10.1285 -21.4959 4.8364
H31 7.2364 -18.1299 7.4596
C32 6.1933 -22.2633 2.9899
H32 5.5162 -28.9509 5.1403
H33 8.3332 -20.7564 5.6896
H34 1.6779 -25.4971 7.2952
C33 11.5585 -23.7706 10.0717
H35 10.7843 -23.2635 -1.2144
H36 12.3351 -20.6486 2.4662
C34 6.2504 -25.1574 4.7464
C35 9.9787 -19.5605 6.5073
C36 2.4336 -25.1068 6.5887
H37 13.9133 -16.1954 7.0100
C37 9.1219 -19.2587 2.7637
H38 5.4672 -20.2981 6.2608
H39 12.4333 -17.7854 6.0096
H40 5.0580 -27.0262 3.1333
C38 3.2173 -28.0104 3.5591
H41 11.3232 -16.7724 3.3036
H42 2.1033 -24.1108 6.1980
C39 6.5959 -22.7643 6.7603
C40 11.0999 -23.9829 8.5546
C41 8.0909 -29.2821 3.3691
C42 12.4250 -14.6090 7.1372
H43 10.6769 -22.1738 2.6273
H44 12.9580 -23.7781 7.3666
N3 4.8795 -25.0563 4.9780
C43 3.9012 -26.0211 4.7134
V1 9.2279 -24.3687 4.0531
H45 9.5185 -29.3104 1.7727
N4 6.9691 -24.1792 4.3060
H46 13.1797 -21.9823 1.6222
N5 9.9828 -24.6089 5.9878
C44 4.1414 -26.9956 3.7468
C45 5.4387 -20.2750 4.1251
H47 6.5661 -30.3211 5.1959
C46 5.6652 -20.8623 5.3282
C47 6.1781 -22.1743 5.4362
C48 7.4502 -28.5449 4.3065
C49 7.6681 -27.1478 4.3276
N6 11.0910 -22.0973 1.6994
C50 9.3816 -20.8606 6.0002
H48 5.9924 -26.9526 5.4887
H49 6.0451 -23.6823 7.0383
C51 10.7015 -16.5519 6.0651
O6 10.6253 -23.9751 10.8547
H50 7.6437 -23.0112 6.6773
C52 5.5832 -16.9893 6.6389

- Spin multiplicity: 4
- Total charge: -2
- Max |F|: 2.22 eV/A
- Relative energy (zero: lowest compared OMol25 entry of this formula, charge and spin): 0.0 kcal/mol
- Gap between HOMO and LUMO (spin up / spin down): 0.192 / 0.238 Ha
- Electronic energy: -185209.2229 eV
- <S²>: 3.76

Mulliken population analysis, charges in e, atoms 1 to 5:
1. C -0.5845
2. H 0.3106
3. N 0.0700
4. C -0.7629
5. H 0.5400